# 1
{
  "formula": "C46H47AsN2Sb3Se4W",
  "method": "the ωB97M-V functional and the def2-TZVPD basis",
  "symbols": ["C", "Se", "C", "N", "C", "H", "C", "H", "C", "H", "C", "C", "C", "H", "C", "H", "H", "C", "As", "H", "Se", "H", "Sb", "C", "H", "C", "H", "W", "H", "C", "C", "C", "H", "H", "C", "C", "C", "Se", "H", "H", "Sb", "H", "C", "H", "H", "H", "H", "C", "C", "H", "H", "C", "H", "C", "H", "C", "H", "C", "C", "C", "H", "C", "C", "C", "H", "C", "H", "H", "Se", "C", "H", "H", "C", "H", "C", "C", "H", "C", "C", "H", "H", "H", "H", "H", "C", "H", "H", "C", "C", "C", "H", "C", "H", "H", "H", "H", "Sb", "H", "C", "C", "N", "C", "C", "H"],
  "coordinates": [[-3.2897, 3.9641, -3.2019], [-0.2682, 1.0663, 2.6567], [0.3657, -3.2255, -2.5960], [0.2035, -2.2253, -0.4247], [5.5277, -4.0120, -1.4128], [-0.5251, -5.5306, 4.2342], [-4.9149, 0.6463, 1.1410], [-1.9628, 3.5419, 0.3104], [-7.0841, 0.0153, 0.2889], [0.5060, -1.1409, -2.1551], [0.7158, 5.0330, 1.7537], [-0.6266, -3.3819, 4.2641], [-3.4504, 0.9031, 0.9416], [-0.1257, -5.5571, -0.2182], [-2.2704, 2.0824, -2.1056], [-3.2485, 1.4855, 0.0432], [-1.4147, 5.2399, 1.9754], [-6.8268, 0.5641, 2.6135], [-2.3980, -0.7530, 0.8687], [-4.2954, -1.7423, 2.0841], [1.1408, -0.5723, 6.1829], [2.4513, -3.1837, -0.2797], [-0.4571, 1.3537, -1.2578], [2.9254, 0.6522, -2.7715], [-3.2720, 5.0117, -3.4711], [-3.3232, 1.2689, -2.5266], [-0.8251, -3.2803, 5.3212], [0.3425, -0.4287, 1.0290], [0.5042, -3.0867, -3.6590], [-0.2350, -4.6496, 2.2947], [5.2539, -1.6194, -1.4029], [0.1904, -4.4868, -2.0401], [-5.1923, 1.1865, -3.5766], [-0.6212, -1.2754, 3.9536], [6.3737, 1.5285, 1.3544], [3.9561, -1.7734, -0.9147], [4.6147, 2.5182, -0.5544], [2.4259, -1.1555, 2.1008], [0.1835, -5.3726, -2.6609], [3.9607, 0.9905, -2.8409], [2.1800, 0.3286, 4.3287], [-0.1665, 1.8852, -3.7679], [6.5857, 2.7827, 0.7992], [7.4432, 3.3699, 1.0988], [-3.0732, -1.2308, 3.2565], [-3.0291, 1.4380, 1.7959], [-5.1692, 3.5881, -4.1624], [4.3929, 1.2701, 0.0198], [1.7365, 4.3836, 1.0720], [2.8455, -0.2658, -3.3582], [-2.6003, -2.8361, -0.4986], [-2.9763, -1.8215, -0.6311], [0.4059, 0.2448, -3.5575], [5.7086, 3.2764, -0.1590], [-7.2531, 0.7002, 3.5983], [1.4278, 3.4035, 0.1376], [7.0650, 1.1340, 2.0876], [5.2764, 0.7690, 0.9665], [-0.1473, -3.4721, 1.5790], [4.2353, -4.1631, -0.9270], [3.8440, -5.1532, -0.7323], [-0.6125, 4.7188, 1.4690], [0.0234, -4.5876, -0.6697], [-0.9180, 3.7518, 0.5223], [2.7739, 4.6307, 1.2601], [0.0407, -3.4428, 0.1150], [0.9472, 5.7931, 2.4877], [7.0427, -2.6198, -2.0241], [3.5984, 2.0626, 3.7787], [-3.2296, -1.7379, 2.3060], [5.1314, -0.2134, 1.3956], [-4.0644, -1.8431, -0.6362], [3.4468, -3.0471, -0.6831], [2.1126, 2.6722, -2.7711], [-5.4758, 0.8028, 2.4060], [-7.6316, 0.1624, 1.5563], [-4.8554, 1.1304, 3.2336], [0.5056, 1.2645, -3.1778], [6.0353, -2.7426, -1.6501], [-1.4196, 4.0754, -2.1714], [3.9614, 2.9107, -1.3251], [-0.1100, -5.5981, 1.7946], [6.1410, -4.8827, -1.6003], [5.6727, -0.6384, -1.5832], [-0.4666, -4.6149, 3.6617], [-5.3257, 0.1747, -0.9200], [2.2572, 2.8954, -0.3593], [0.1100, 3.0777, -0.1382], [-2.2387, 3.4297, -2.4673], [1.9572, 1.7121, -3.2670], [-2.6032, -1.4228, -1.5704], [-0.5099, -2.2425, 3.4951], [-8.6855, -0.0196, 1.7158], [-2.8639, -2.7610, 2.3485], [-3.3461, 0.2161, -2.2881], [2.1744, 1.8837, -4.3251], [2.8571, 0.0201, -0.7077], [5.8846, 4.2429, -0.6123], [0.3623, -2.1353, -1.7549], [-4.3706, 1.8151, -3.2599], [-0.2548, -2.2694, 2.1813], [-5.7324, 0.2580, 0.0824], [-4.3550, 3.1620, -3.5922], [-7.7130, -0.2746, -0.5421]],
  "e_above_lowest_ev": 0.000,
  "largest_force_ha_per_bohr": 0.024,
  "e_homo_ev": -15.32,
  "charge": 3
}

---

# 2
{
  "formula": "C23H43BCl2F4GaN3O4Si",
  "method": "the ωB97M-V functional and the def2-TZVPD basis",
  "symbols": ["H", "H", "H", "H", "C", "H", "O", "H", "C", "H", "N", "C", "H", "H", "H", "H", "H", "F", "H", "O", "H", "H", "H", "H", "C", "C", "O", "C", "H", "C", "H", "H", "C", "H", "H", "C", "N", "H", "H", "Ga", "F", "B", "F", "H", "H", "F", "O", "H", "C", "H", "H", "C", "C", "N", "C", "H", "H", "C", "H", "Cl", "H", "H", "C", "C", "H", "C", "C", "C", "H", "C", "Cl", "H", "C", "Si", "H", "H", "H", "C", "C", "H", "H", "H"],
  "coordinates": [[-2.3525, 0.2166, -4.7672], [-0.8531, -4.0063, 3.0212], [-2.1293, -3.1616, 2.0908], [1.7066, -1.5321, 2.1511], [1.5123, 4.1980, -1.7150], [-1.6670, -1.0582, 1.1441], [1.8292, 0.8749, -0.9109], [0.0337, 4.4945, 4.8901], [-0.6034, -1.2088, 1.3223], [2.6716, 1.4901, -3.3255], [-0.2529, -2.2144, 2.0962], [1.1634, -2.4627, 2.3364], [-0.8234, 5.6509, -3.6328], [3.2041, 0.1965, -4.4521], [-0.4649, -5.7613, 0.2163], [1.8109, 1.9289, 3.9849], [-1.6014, 4.1376, -4.2115], [-1.6189, 0.4805, 3.2593], [-2.5845, -1.0865, -5.9494], [0.2619, -0.4205, 0.8200], [-1.1068, 5.4349, -0.4753], [2.0496, 4.4421, -2.6515], [1.5294, 5.1114, -1.0858], [-1.4092, -3.4875, -6.8765], [-2.1404, -3.1887, -1.2881], [1.7604, 2.9271, 3.5332], [0.5523, 2.4995, 1.1079], [-1.1581, -1.5458, -4.4862], [4.1014, -1.5450, -3.6890], [-1.9327, -4.3487, -0.5409], [0.1662, 4.4333, -4.4991], [-0.8908, 2.9291, 4.8578], [3.3541, -1.7354, -2.9106], [2.3661, 2.9344, 2.6172], [2.6529, -2.4907, -3.2929], [2.3101, -0.2163, -1.3135], [2.6694, -0.4894, -2.5844], [-2.4323, 4.7475, -1.4431], [-1.2583, 3.0618, 1.9621], [-0.2312, 1.2199, -0.0348], [-1.5289, -1.1159, 4.9777], [-0.9645, 0.1082, 4.4807], [-1.1798, 1.1384, 5.4562], [3.8467, -2.1296, -2.0181], [-0.5658, -3.5869, -4.1994], [0.4228, -0.0519, 4.2411], [-0.1296, -0.9424, -3.6559], [1.4777, 0.3918, -4.0856], [0.4354, -4.1469, -0.8583], [-2.7776, -4.8852, -0.1119], [-1.9418, -0.6380, -2.5545], [-0.5201, -3.1297, -6.3503], [-0.1734, 2.9623, 2.0801], [0.3703, 3.2748, 3.2339], [-1.0465, -2.5377, -1.9368], [1.0920, -2.3938, -1.9585], [2.1437, 3.6608, 4.2441], [-1.2664, -1.4244, -2.9140], [-3.1602, -2.7966, -1.3958], [-0.5879, 1.3562, -2.2031], [-1.7594, 3.8030, -0.0829], [-1.5949, -2.5098, 3.6807], [-1.2672, -3.0263, 2.7594], [-0.8148, -2.8388, -4.9468], [1.3004, -2.7936, 3.3702], [-0.6751, 4.5660, -3.8004], [-1.8455, -0.5384, -5.3619], [2.4892, 0.4715, -3.6677], [1.4554, -4.4801, -0.6841], [-0.6479, -4.8512, -0.3490], [-2.4327, 1.2150, 0.2831], [2.5096, -1.0463, -0.6108], [-1.5037, 4.4967, -0.9028], [-0.2623, 3.7789, -2.1678], [-1.1611, -0.0056, -6.0360], [0.2253, -3.9231, -6.4259], [2.0287, 3.3809, -1.1874], [-0.5123, 3.7827, 4.2729], [0.2422, -2.9942, -1.6128], [-0.1543, -2.2445, -6.8823], [1.5303, -3.2527, 1.6629], [-1.3508, 4.2690, 3.7626]],
  "e_above_lowest_ev": 0.000,
  "largest_force_ha_per_bohr": 0.063,
  "e_homo_ev": [-3.58, -3.59],
  "charge": 0
}

---

# 3
{
  "formula": "C2H4N2S",
  "method": "the ωB97M-V functional and the def2-TZVPD basis",
  "symbols": ["H", "H", "N", "H", "S", "C", "C", "H", "N"],
  "coordinates": [[0.1478, -0.4505, 1.3855], [-0.0857, -0.4529, -1.4257], [-0.2836, -0.0374, -0.4920], [-2.1049, 0.7527, -2.2016], [-3.3391, -0.3097, 0.8645], [0.4020, -0.6866, 0.3572], [-2.8254, 0.2430, -0.4610], [1.1916, -1.4139, 0.1573], [-2.7804, 0.8738, -1.4983]],
  "e_above_lowest_ev": 2.619,
  "largest_force_ha_per_bohr": 0.087,
  "e_homo_ev": [-5.33, -9.84],
  "charge": 0,
  "spin_multiplicity": 3
}

---

# 4
{
  "formula": "C53H40BrCl3F4N4P3S2SeSiSn",
  "method": "the ωB97M-V functional and the def2-TZVPD basis",
  "symbols": ["C", "C", "H", "P", "H", "C", "H", "H", "C", "P", "C", "Br", "C", "N", "Cl", "C", "S", "C", "H", "Cl", "C", "C", "H", "C", "C", "C", "C", "H", "Cl", "H", "F", "H", "H", "C", "Si", "N", "H", "H", "C", "C", "H", "H", "S", "C", "C", "C", "Sn", "F", "P", "C", "C", "H", "H", "H", "C", "H", "H", "C", "C", "C", "C", "H", "C", "C", "C", "C", "C", "H", "C", "H", "C", "C", "C", "C", "C", "H", "H", "H", "F", "C", "N", "H", "C", "C", "H", "C", "H", "H", "H", "H", "C", "C", "H", "H", "H", "C", "C", "H", "H", "Se", "H", "H", "H", "C", "C", "C", "C", "C", "C", "H", "C", "N", "F"],
  "coordinates": [[3.9335, -2.3479, 0.9358], [-2.5408, 3.6903, -2.8536], [1.9074, 4.2950, 1.0775], [-1.9204, -2.8664, 0.4958], [2.4869, -1.8053, -2.0629], [-3.5951, -3.3896, -0.0728], [-0.6155, 4.4200, -6.1148], [3.8964, 5.5973, 1.7749], [-4.1226, 1.8593, 4.9286], [1.5546, 2.1566, -1.0556], [4.6444, 0.8184, 1.2210], [0.1855, -2.8906, -1.9928], [-1.1660, 4.2045, -5.2109], [-1.9402, 1.0171, 2.1996], [-5.2857, -0.1318, 0.6960], [-0.8899, 3.0415, -4.5113], [-0.0753, 2.8352, 0.0686], [-2.1237, 5.0992, -4.7440], [-0.2125, 0.1398, 3.1313], [-4.9770, 0.7811, -2.4099], [3.9765, 4.8840, 0.9617], [-5.1557, -3.2597, -1.9189], [2.3959, 4.2272, -6.2908], [0.4000, -6.7567, -0.6311], [1.2194, 1.8892, -3.9058], [2.9436, 3.2299, -0.4617], [5.1881, 4.7045, 0.3142], [-0.0207, -3.6006, 2.6195], [-5.4043, 3.0255, -0.0604], [-3.8361, 1.6614, 5.9577], [1.0681, -7.8572, -0.9773], [-4.1464, -2.0421, 4.8509], [1.4182, 0.8418, -3.7113], [-3.2407, -2.3888, 4.3637], [-4.2115, 1.2993, -0.4995], [0.1284, 2.1416, -4.8603], [1.5788, 4.8027, -2.1392], [-6.4524, -5.0794, 0.6230], [-3.1795, -2.4321, 2.9762], [4.1718, 3.0475, -1.1027], [6.5106, 1.6617, 1.8618], [-0.1263, -3.5038, 5.0739], [0.6061, -0.8491, 1.3867], [1.8591, 4.6700, -4.2924], [1.3983, 2.8063, -2.7706], [3.0784, -2.3063, -1.3072], [-1.3501, 0.5770, -0.1815], [-0.7073, -7.9472, 1.0598], [2.1853, -0.2121, 0.2939], [1.5427, 4.1320, -2.9895], [4.8804, 2.2929, 3.1096], [6.2291, 3.6337, -1.2349], [4.2396, 2.3197, -1.9039], [-1.5687, 0.7371, 5.4603], [3.5102, 2.2285, 3.3235], [5.0884, 0.2823, 0.3909], [-3.0653, 3.4660, -1.9322], [-0.5031, -6.7981, 0.4089], [3.2711, 0.7239, 1.4460], [0.5922, -5.5765, -1.3173], [-2.7788, 4.8665, -3.5424], [-7.0247, -4.2755, -1.6475], [1.8325, 0.5415, -1.1844], [-5.7424, -4.4812, 0.0635], [-3.9307, -2.9395, -1.3485], [-2.0390, -2.9146, 2.3312], [-1.1960, -5.6575, 0.7628], [2.1480, 5.7139, -4.3600], [2.7110, 1.4523, 2.4914], [-2.3249, 6.0042, -5.3041], [-1.1668, 0.6232, 3.2746], [2.8562, 4.1497, 0.5751], [-3.0472, 1.5177, 2.7079], [-1.0192, -4.4474, 0.1058], [3.7295, -3.5043, -1.5781], [-3.4824, 5.5881, -3.1482], [-2.2025, -2.7606, 6.2071], [1.6431, 1.4068, 2.6428], [1.4611, -5.5752, -2.3302], [-4.5163, -4.1649, 0.6323], [-3.0297, 1.4676, 4.0545], [1.8194, 1.8243, -6.0939], [4.5941, -3.5390, 0.6631], [1.4749, 2.4930, -5.3151], [5.0131, -5.0468, -0.8090], [-0.9354, -3.2804, 3.1041], [-3.8679, 1.9524, 2.1569], [5.1816, -4.0213, 1.4372], [-5.0179, 1.2855, 4.6947], [-3.2316, -2.3055, -1.8856], [3.1818, -1.7142, -0.0526], [-0.1083, -4.4390, -0.9623], [-4.2848, -4.5122, 1.6301], [-4.3451, 2.9189, 4.8175], [3.0562, 2.7888, 4.1340], [5.2835, 3.7815, -0.7244], [-6.0630, -4.0322, -1.2125], [6.0584, 5.2752, 0.6172], [3.6365, -3.9583, -2.5587], [-1.6485, 0.0210, -3.5561], [-4.0230, -2.0861, 2.3890], [5.5070, 2.8983, 3.7546], [-5.4056, -2.8815, -2.9027], [1.9525, 3.8731, -5.3667], [-2.1530, -2.7905, 5.1247], [-1.8325, 0.8919, 4.4276], [-1.6674, 2.7324, -3.3660], [-0.9931, -3.2186, 4.4893], [4.4954, -4.1189, -0.5961], [3.9953, -1.9117, 1.9253], [5.4443, 1.5934, 2.0503], [-1.5900, 1.5079, -2.6882], [-2.0635, -5.7918, 1.7741]],
  "e_above_lowest_ev": 4.308,
  "largest_force_ha_per_bohr": 0.017,
  "e_homo_ev": [-4.21, -4.18],
  "charge": -1
}